Computed, not measured: a cluster of 14 separate species, C44H100N12O16 in total at a distorted geometry, with wB97M-V/def2-TZVPD.

Each atom is followed by the atoms it is bonded to, with distances in Å.
CARTESIAN COORDINATES (ANGSTROEM)
1 C 0.047 -1.248 -6.118  O2 1.249, N3 1.357, H6 1.101
2 O 0.114 -0.074 -6.537  C1 1.249
3 N -1.071 -1.800 -5.582  C1 1.357, C4 1.418, C5 1.449
4 C -2.285 -1.070 -5.552  N3 1.418, H7 1.090, H8 1.090, H9 1.090
5 C -1.118 -3.092 -4.928  N3 1.449, H10 1.090, H11 1.090, H12 1.090
6 H 0.922 -1.892 -5.937  C1 1.101
7 H -2.239 -0.040 -5.905  C4 1.090
8 H -2.557 -1.045 -4.496  C4 1.090
9 H -3.004 -1.637 -6.144  C4 1.090
10 H -1.938 -3.687 -5.331  C5 1.090
11 H -0.158 -3.597 -5.037  C5 1.090
12 H -1.331 -2.927 -3.872  C5 1.090
13 C -0.534 6.066 -0.103  O14 1.216, N15 1.316, H18 1.101
14 O -0.299 5.691 -1.236  C13 1.216
15 N -0.794 7.327 0.167  C13 1.316, C16 1.509, C17 1.471
16 C -0.742 7.872 1.574  N15 1.509, H19 1.090, H20 1.090, H21 1.090
17 C -1.074 8.359 -0.842  N15 1.471, H22 1.090, H23 1.090, H24 1.090
18 H -0.573 5.440 0.802  C13 1.101
19 H -1.789 8.014 1.839  C16 1.090
20 H -0.116 8.765 1.546  C16 1.090
21 H -0.282 7.161 2.260  C16 1.090
22 H -0.256 9.079 -0.883  C17 1.090
23 H -1.333 7.954 -1.821  C17 1.090
24 H -1.996 8.841 -0.518  C17 1.090
25 C 4.797 0.974 0.429  O26 1.229, N27 1.330, H30 1.101
26 O 4.354 2.107 0.606  C25 1.229
27 N 5.989 0.705 -0.096  C25 1.330, C28 1.461, C29 1.482
28 C 6.462 -0.677 -0.121  N27 1.461, H31 1.090, H32 1.090, H33 1.090
29 C 6.974 1.724 -0.530  N27 1.482, H34 1.090, H35 1.090, H36 1.090
30 H 4.191 0.084 0.659  C25 1.101
31 H 7.128 -0.917 0.708  C28 1.090
32 H 7.033 -0.901 -1.022  C28 1.090
33 H 5.717 -1.469 -0.199  C28 1.090
34 H 6.635 2.757 -0.454  C29 1.090
35 H 7.884 1.611 0.059  C29 1.090
36 H 7.151 1.732 -1.605  C29 1.090
37 C -6.659 0.197 -2.080  O38 1.216, N39 1.363, H42 1.101
38 O -7.745 -0.325 -1.916  C37 1.216
39 N -5.500 -0.091 -1.422  C37 1.363, C40 1.479, C41 1.468
40 C -4.217 0.590 -1.697  N39 1.479, H43 1.090, H44 1.090, H45 1.090
41 C -5.517 -1.163 -0.419  N39 1.468, H46 1.090, H47 1.090, H48 1.090
42 H -6.554 1.080 -2.730  C37 1.101
43 H -3.318 0.071 -1.365  C40 1.090
44 H -4.098 1.630 -1.392  C40 1.090
45 H -4.143 0.589 -2.785  C40 1.090
46 H -6.502 -1.549 -0.157  C41 1.090
47 H -5.015 -2.035 -0.839  C41 1.090
48 H -5.036 -0.785 0.482  C41 1.090
49 C -1.175 5.815 5.890  O50 1.221, N51 1.339, H54 1.101
50 O -2.098 5.631 5.113  C49 1.221
51 N 0.047 5.322 5.653  C49 1.339, C52 1.466, C53 1.452
52 C 0.292 4.402 4.539  N51 1.466, H55 1.090, H56 1.090, H57 1.090
53 C 1.172 5.569 6.536  N51 1.452, H58 1.090, H59 1.090, H60 1.090
54 H -1.188 6.483 6.766  C49 1.101
55 H 0.704 3.436 4.834  C52 1.090
56 H 1.012 4.751 3.799  C52 1.090
57 H -0.671 4.143 4.098  C52 1.090
58 H 0.907 5.813 7.565  C53 1.090
59 H 1.755 4.655 6.654  C53 1.090
60 H 1.772 6.376 6.115  C53 1.090
61 C -3.363 -4.113 -2.707  O62 1.241, N63 1.278, H66 1.101
62 O -2.968 -3.082 -2.141  C61 1.241
63 N -4.437 -4.223 -3.392  C61 1.278, C64 1.446, C65 1.455
64 C -5.068 -5.489 -3.691  N63 1.446, H67 1.090, H68 1.090, H69 1.090
65 C -5.401 -3.145 -3.552  N63 1.455, H70 1.090, H71 1.090, H72 1.090
66 H -2.796 -5.057 -2.695  C61 1.101
67 H -4.473 -6.402 -3.680  C64 1.090
68 H -5.367 -5.479 -4.739  C64 1.090
69 H -5.941 -5.604 -3.048  C64 1.090
70 H -4.918 -2.171 -3.471  C65 1.090
71 H -5.922 -3.193 -4.509  C65 1.090
72 H -6.128 -3.233 -2.745  C65 1.090
73 C -2.751 -1.328 3.815  O74 1.247, N75 1.388, H78 1.101
74 O -2.319 -0.622 4.747  C73 1.247
75 N -2.130 -1.319 2.573  C73 1.388, C76 1.468, C77 1.452
76 C -1.088 -0.384 2.128  N75 1.468, H79 1.090, H80 1.090, H81 1.090
77 C -2.453 -2.398 1.657  N75 1.452, H82 1.090, H83 1.090, H84 1.090
78 H -3.609 -2.018 3.824  C73 1.101
79 H -1.032 0.493 2.773  C76 1.090
80 H -1.352 -0.037 1.129  C76 1.090
81 H -0.127 -0.875 1.980  C76 1.090
82 H -1.715 -2.747 0.935  C77 1.090
83 H -2.796 -3.326 2.114  C77 1.090
84 H -3.366 -2.153 1.114  C77 1.090
85 C -3.712 4.353 1.302  O86 1.221, N87 1.356, H90 1.101
86 O -3.409 4.007 0.172  C85 1.221
87 N -3.835 3.497 2.346  C85 1.356, C88 1.439, C89 1.507
88 C -4.123 3.894 3.699  N87 1.439, H91 1.090, H92 1.090, H93 1.090
89 C -3.886 2.002 2.160  N87 1.507, H94 1.090, H95 1.090, H96 1.090
90 H -3.864 5.414 1.557  C85 1.101
91 H -5.048 3.386 3.972  C88 1.090
92 H -4.424 4.941 3.736  C88 1.090
93 H -3.352 3.678 4.439  C88 1.090
94 H -3.338 1.650 1.286  C89 1.090
95 H -3.355 1.634 3.038  C89 1.090
96 H -4.906 1.629 2.256  C89 1.090
97 C 2.943 -4.484 -3.907  O98 1.236, N99 1.345, H102 1.101
98 O 2.208 -3.818 -4.645  C97 1.236
99 N 3.371 -4.092 -2.693  C97 1.345, C100 1.479, C101 1.484
100 C 4.445 -4.809 -1.974  N99 1.479, H103 1.090, H104 1.090, H105 1.090
101 C 2.797 -2.867 -2.084  N99 1.484, H106 1.090, H107 1.090, H108 1.090
102 H 3.371 -5.437 -4.255  C97 1.101
103 H 4.964 -5.650 -2.434  C100 1.090
104 H 4.145 -5.167 -0.989  C100 1.090
105 H 5.246 -4.109 -1.736  C100 1.090
106 H 3.471 -2.150 -1.613  C101 1.090
107 H 2.160 -2.274 -2.740  C101 1.090
108 H 2.202 -3.291 -1.275  C101 1.090
109 C -1.508 -6.267 0.018  O110 1.289, N111 1.362, H114 1.101
110 O -1.444 -5.306 0.875  C109 1.289
111 N -0.844 -6.362 -1.167  C109 1.362, C112 1.438, C113 1.468
112 C -0.977 -7.548 -1.970  N111 1.438, H115 1.090, H116 1.090, H117 1.090
113 C 0.005 -5.286 -1.692  N111 1.468, H118 1.090, H119 1.090, H120 1.090
114 H -2.048 -7.205 0.222  C109 1.101
115 H -0.744 -8.430 -1.375  C112 1.090
116 H -0.345 -7.579 -2.857  C112 1.090
117 H -2.031 -7.526 -2.245  C112 1.090
118 H 0.111 -4.528 -0.916  C113 1.090
119 H 0.953 -5.744 -1.973  C113 1.090
120 H -0.430 -4.768 -2.547  C113 1.090
121 C 4.157 3.260 -4.700  O122 1.243, N123 1.375, H126 1.101
122 O 3.892 3.333 -5.912  C121 1.243
123 N 3.309 2.767 -3.736  C121 1.375, C124 1.504, C125 1.508
124 C 3.629 2.705 -2.268  N123 1.504, H127 1.090, H128 1.090, H129 1.090
125 C 1.954 2.174 -4.029  N123 1.508, H130 1.090, H131 1.090, H132 1.090
126 H 5.131 3.620 -4.333  C121 1.101
127 H 4.648 2.922 -1.945  C124 1.090
128 H 3.349 1.711 -1.919  C124 1.090
129 H 2.993 3.401 -1.721  C124 1.090
130 H 1.748 2.250 -5.096  C125 1.090
131 H 1.893 1.122 -3.748  C125 1.090
132 H 1.100 2.603 -3.504  C125 1.090
133 C 2.937 -2.768 1.723  O134 1.227, N135 1.366, H138 1.101
134 O 3.948 -2.925 1.046  C133 1.227
135 N 2.083 -3.777 2.069  C133 1.366, C136 1.425, C137 1.435
136 C 0.832 -3.625 2.733  N135 1.425, H139 1.090, H140 1.090, H141 1.090
137 C 2.269 -5.081 1.500  N135 1.435, H142 1.090, H143 1.090, H144 1.090
138 H 2.584 -1.797 2.106  C133 1.101
139 H 0.552 -2.633 3.087  C136 1.090
140 H 0.762 -4.297 3.589  C136 1.090
141 H 0.021 -3.902 2.060  C136 1.090
142 H 2.246 -5.849 2.273  C137 1.090
143 H 1.448 -5.322 0.825  C137 1.090
144 H 3.215 -5.202 0.971  C137 1.090
145 O 2.286 0.399 2.860  C146 1.229
146 C 2.109 0.476 4.074  O145 1.229, O147 1.402, C150 1.497
147 O 2.635 1.468 4.913  C146 1.402, C148 1.419
148 C 3.365 2.576 4.407  O147 1.419, C149 1.536, H151 1.090, H152 1.090
149 C 4.874 2.298 4.469  C148 1.536, H153 1.090, H154 1.090, H155 1.090
150 C 1.341 -0.532 4.870  C146 1.497, H156 1.090, H157 1.090, H158 1.090
151 H 3.058 3.338 5.124  C148 1.090
152 H 3.116 2.848 3.382  C148 1.090
153 H 5.429 3.234 4.403  C149 1.090
154 H 5.105 1.761 3.549  C149 1.090
155 H 5.158 1.643 5.293  C149 1.090
156 H 1.837 -1.284 5.484  C150 1.090
157 H 0.587 -0.966 4.213  C150 1.090
158 H 0.805 0.125 5.555  C150 1.090
159 O 1.646 -0.464 -0.014  C160 1.225
160 C 0.733 -0.053 -0.720  O159 1.225, O161 1.320, C164 1.569
161 O 0.384 1.207 -0.900  C160 1.320, C162 1.461
162 C 0.979 2.296 -0.129  O161 1.461, C163 1.537, H165 1.090, H166 1.090
163 C 0.292 2.504 1.230  C162 1.537, H167 1.090, H168 1.090, H169 1.090
164 C -0.181 -1.042 -1.527  C160 1.569, H170 1.090, H171 1.090, H172 1.090
165 H 0.992 3.179 -0.769  C162 1.090
166 H 2.044 2.190 0.078  C162 1.090
167 H 0.710 3.363 1.754  C163 1.090
168 H 0.597 1.719 1.922  C163 1.090
169 H -0.788 2.538 1.084  C163 1.090
170 H 0.259 -2.039 -1.482  C164 1.090
171 H -0.283 -0.723 -2.564  C164 1.090
172 H -1.165 -1.023 -1.059  C164 1.090

## Properties
E_tot in eV: -97889.2670
Total charge: 0
HOMO level in eV: -8.461
LUMO level in eV: 0.11
ΔE to the lowest compared entry with this formula, charge and spin in kcal per mole: 0.0
Maximum force in Eh/bohr: 0.0896